Formula: C24H31IN5O3Ti
Source: the Open Molecules 2025 dataset
Level of theory: wB97M-V/def2-TZVPD

Geometry as XYZ:
```
65
Properties=species:S:1:pos:R:3
Ti 0.20 0.36 0.03
C 4.37 0.87 -1.69
C 4.19 1.26 -0.25
N 5.26 1.58 0.45
C 5.12 1.94 1.73
C 3.90 2.06 2.37
C 3.83 2.53 3.80
O 2.94 1.68 4.52
C 2.74 1.73 1.64
C 1.42 1.97 2.15
N 0.34 1.53 1.57
C -0.92 1.98 2.02
C -1.20 2.45 3.31
C -2.47 2.93 3.60
C -3.46 2.96 2.63
C -3.20 2.47 1.35
C -1.95 1.95 1.09
I -0.79 2.26 -1.68
C 2.90 1.26 0.32
O 1.85 0.86 -0.38
H 5.20 1.44 -2.12
H 3.47 1.07 -2.26
H 4.63 -0.19 -1.77
H 6.04 2.17 2.26
H 3.48 3.57 3.83
H 4.83 2.49 4.22
H 2.99 1.92 5.46
H 1.33 2.62 3.01
H -0.44 2.41 4.08
H -2.67 3.30 4.60
H -4.44 3.37 2.86
H -3.97 2.49 0.59
O 0.99 -0.92 -1.89
C 0.50 -1.14 -3.22
C 0.11 -2.61 -3.36
C -0.73 -3.05 -2.16
C -1.94 -2.19 -2.02
C -3.05 -2.44 -2.82
C -4.17 -1.64 -2.72
C -4.16 -0.62 -1.79
C -3.03 -0.43 -1.03
N -1.91 -1.17 -1.14
H 1.86 -0.52 -1.95
H 1.26 -0.87 -3.95
H -0.37 -0.49 -3.38
H 1.01 -3.22 -3.43
H -0.45 -2.73 -4.28
H -0.13 -2.99 -1.25
H -1.03 -4.09 -2.30
H -3.02 -3.27 -3.51
H -5.04 -1.82 -3.34
H -5.02 0.03 -1.65
H -2.99 0.36 -0.29
N 1.41 -1.33 1.09
C 0.92 -1.75 2.41
C -0.54 -2.12 2.24
N -1.23 -0.95 1.66
H 1.46 -2.13 0.47
H 2.36 -0.98 1.17
H 1.02 -0.90 3.09
H 1.48 -2.59 2.82
H -0.96 -2.43 3.19
H -0.62 -2.95 1.54
H -1.46 -0.30 2.41
H -2.12 -1.25 1.27
```

- relative energy (zero: lowest compared OMol25 entry of this formula, charge and spin) (kJ/mol) = 141.4
- charge = +1
- molecular weight (g/mol) = 612.32
- HOMO (spin up / spin down) (eV) = -10.383 / -10.954
- Kohn-Sham gap (spin up / spin down) (Ha) = 0.254 / 0.263
- multiplicity = 3



Formula: C24H31N3O3
Source: the Open Molecules 2025 dataset
Level of theory: wB97M-V/def2-TZVPD

Geometry as XYZ:
```
61
Properties=species:S:1:pos:R:3
C -6.23 -0.97 1.72
H -7.16 -0.67 2.20
O -5.72 0.19 1.11
C -4.56 0.09 0.40
C -3.82 -1.07 0.25
C -2.64 -1.04 -0.50
C -2.23 0.13 -1.11
C -2.98 1.29 -0.97
C -4.14 1.27 -0.21
H -4.76 2.14 -0.07
O -2.50 2.39 -1.61
C -3.20 3.60 -1.49
H -4.22 3.53 -1.90
H -3.26 3.93 -0.44
H -2.64 4.34 -2.06
H -1.33 0.16 -1.71
C -1.88 -2.32 -0.71
O -2.24 -3.14 -1.53
N -0.80 -2.50 0.08
C -0.29 -1.54 1.03
H -1.02 -0.75 1.18
C 1.04 -0.96 0.54
H 1.42 -0.27 1.29
H 0.85 -0.40 -0.38
C 2.05 -2.09 0.27
N 3.36 -1.70 -0.21
C 3.43 -0.94 -1.45
H 2.43 -0.81 -1.86
C 4.10 0.43 -1.23
N 3.70 1.01 0.02
C 2.62 1.86 0.14
C 1.73 2.10 -0.91
C 0.66 2.95 -0.76
C 0.42 3.59 0.45
C 1.30 3.37 1.50
C 2.39 2.53 1.35
H 3.07 2.41 2.17
H 1.15 3.88 2.44
H -0.43 4.24 0.57
H -0.02 3.10 -1.59
H 1.87 1.61 -1.87
C 4.18 0.24 1.16
C 4.32 -1.25 0.76
H 4.25 -1.87 1.66
H 5.32 -1.42 0.33
H 5.15 0.63 1.50
H 3.47 0.34 1.98
H 5.19 0.32 -1.21
H 3.86 1.11 -2.05
H 4.02 -1.52 -2.18
C 1.43 -3.11 -0.69
H 2.12 -3.95 -0.83
H 1.26 -2.65 -1.67
C 0.09 -3.62 -0.16
H -0.39 -4.28 -0.87
H 0.24 -4.15 0.79
H 2.23 -2.61 1.23
H -0.13 -2.06 1.98
H -4.12 -2.00 0.70
H -6.44 -1.75 0.98
H -5.54 -1.37 2.47
```

- relative energy (zero: lowest compared OMol25 entry of this formula, charge and spin) (kJ/mol) = 226.1
- molecular weight (g/mol) = 409.53
- HOMO (eV) = -7.497
- Kohn-Sham gap (Ha) = 0.302
- structure (SMILES) = COc1cc(OC)cc(C(=O)N2CCC(N3CCN(c4ccccc4)CC3)CC2)c1



Formula: C24H31N3O5S
Source: the Open Molecules 2025 dataset
Level of theory: wB97M-V/def2-TZVPD

Geometry as XYZ:
```
64
Properties=species:S:1:pos:R:3
C -1.60 -5.63 1.60
C -0.89 -4.77 0.90
C -1.40 -4.08 -0.33
N -1.29 -2.63 -0.21
C -2.38 -1.94 0.18
C -2.42 -0.59 0.38
C -1.24 0.21 0.15
O -1.17 1.43 0.31
C -0.07 -0.57 -0.28
C 1.13 0.12 -0.53
C 2.25 -0.56 -0.91
C 2.23 -1.94 -1.05
C 1.07 -2.64 -0.82
C -0.11 -1.97 -0.44
H 1.08 -3.71 -0.93
H 3.13 -2.45 -1.35
S 3.80 0.32 -1.17
O 3.52 1.52 -1.90
O 4.75 -0.61 -1.70
N 4.21 0.70 0.38
C 3.80 1.97 0.93
H 3.01 1.81 1.68
C 4.94 2.78 1.56
H 5.14 2.42 2.57
H 4.60 3.81 1.63
C 6.23 2.71 0.74
H 6.80 3.63 0.90
C 7.12 1.53 1.13
C 6.61 0.18 0.65
H 7.26 -0.61 1.03
C 5.17 -0.13 1.06
H 5.04 -0.01 2.14
H 4.94 -1.16 0.80
H 6.65 0.14 -0.44
H 7.22 1.51 2.22
H 8.12 1.69 0.72
H 5.99 2.65 -0.32
H 3.38 2.52 0.09
H 1.13 1.19 -0.43
C -3.75 -0.04 0.79
O -4.72 -0.77 0.94
N -3.76 1.29 1.01
C -4.99 2.00 1.19
H -4.86 2.80 1.93
H -5.73 1.28 1.55
C -5.48 2.62 -0.14
H -4.80 3.42 -0.44
C -6.94 3.07 -0.04
H -7.13 3.86 -0.77
H -7.19 3.45 0.95
C -7.71 1.80 -0.41
H -8.10 1.31 0.48
C -6.65 0.91 -1.09
H -6.93 0.63 -2.11
O -5.47 1.68 -1.19
H -6.46 0.00 -0.51
H -8.55 2.01 -1.07
H -2.92 1.81 0.76
H -3.28 -2.50 0.36
H -0.85 -4.41 -1.22
H -2.46 -4.33 -0.48
H 0.11 -4.50 1.20
H -1.20 -6.11 2.48
H -2.61 -5.90 1.33
```

- relative energy (zero: lowest compared OMol25 entry of this formula, charge and spin) (kJ/mol) = 164.1
- molecular weight (g/mol) = 473.60
- HOMO (eV) = -8.639
- Kohn-Sham gap (Ha) = 0.315
- structure (SMILES) = C=CCn1cc(C(=O)NC[C@@H]2CCCO2)c(=O)c2cc(S(=O)(=O)N3CCCCCC3)ccc21



Formula: C24H31N3O6S
Source: the Open Molecules 2025 dataset
Level of theory: wB97M-V/def2-TZVPD

Geometry as XYZ:
```
65
Properties=species:S:1:pos:R:3
C -5.26 -2.60 -1.00
H -5.22 -3.64 -1.35
H -6.18 -2.48 -0.44
H -5.29 -1.96 -1.88
C -4.03 -2.31 -0.15
H -3.13 -2.50 -0.74
H -4.02 -2.98 0.71
C -3.94 -0.87 0.38
N -2.74 -0.78 1.23
C -1.49 -1.08 0.89
O -1.11 -1.53 -0.18
C -0.49 -0.88 2.05
N 0.35 0.29 1.89
C -0.26 1.49 1.96
O -1.47 1.57 2.14
C 0.57 2.77 1.83
N -0.20 3.79 1.17
S 0.31 4.18 -0.38
O -0.77 4.92 -0.97
O 1.59 4.80 -0.25
C 0.53 2.62 -1.21
C -0.57 1.90 -1.63
C -0.38 0.67 -2.25
C 0.91 0.17 -2.44
C 2.00 0.93 -2.04
C 1.82 2.15 -1.42
H 2.65 2.76 -1.11
H 3.00 0.55 -2.21
C 1.08 -1.18 -3.06
H 0.35 -1.87 -2.66
H 0.94 -1.12 -4.14
H 2.08 -1.57 -2.87
H -1.22 0.09 -2.58
H -1.55 2.31 -1.48
H -1.19 3.64 1.24
H 1.49 2.61 1.28
H 0.81 3.11 2.85
C 1.72 0.08 1.61
C 2.06 -0.79 0.58
C 3.39 -1.06 0.29
C 4.39 -0.47 1.07
C 4.05 0.40 2.10
C 2.72 0.67 2.37
H 2.47 1.32 3.19
H 4.84 0.83 2.68
O 5.72 -0.74 0.87
C 5.94 -1.87 0.05
C 5.02 -1.83 -1.17
H 5.21 -0.90 -1.72
O 3.67 -1.88 -0.76
H 5.19 -2.69 -1.82
H 5.75 -2.79 0.62
H 6.99 -1.84 -0.24
H 1.29 -1.25 -0.03
H 0.16 -1.76 2.10
H -1.04 -0.79 2.99
H -2.84 -0.17 2.03
C -5.12 -0.53 1.29
H -6.05 -0.52 0.72
H -4.99 0.46 1.72
H -5.21 -1.26 2.09
C -3.84 0.16 -0.75
H -3.62 1.14 -0.34
H -4.77 0.21 -1.31
H -3.03 -0.12 -1.42
```

- relative energy (zero: lowest compared OMol25 entry of this formula, charge and spin) (kJ/mol) = 153.9
- molecular weight (g/mol) = 489.59
- HOMO (eV) = -8.578
- Kohn-Sham gap (Ha) = 0.337
- structure (SMILES) = CCC(C)(C)NC(=O)CN(C(=O)CNS(=O)(=O)c1ccc(C)cc1)c1ccc2c(c1)OCCO2



What strongest force on any atom values result from the calculations? In sequence: 4.5 0.5 1.1 0.8 eV Å⁻¹.